Entry from the Open Molecules 2025 dataset: a 2-piece molecular cluster, C5H8N2 overall in a non-equilibrium geometry (the ωB97M-V functional and the def2-TZVPD basis).

The calculation puts the gap between HOMO and LUMO at 8.749 eV. For the energy relative to the best compared isomer or geometry (same formula, charge and spin), the calculation gives 97.2 kcal per mole. As for the total energy: -8290.7834 eV. The value obtained for the strongest force on any atom is 0.06026 Eh/bohr.

Bonds (Å) are listed after each position.
CARTESIAN COORDINATES (ANGSTROEM)
1 C -1.66 0.20 0.96  C5 1.360, H14 1.077, H15 1.081
2 C 0.23 -0.25 -1.17  C4 1.348, N6 1.227
3 C 1.54 -0.18 0.93  N7 1.264, H10 1.091, H13 1.142
4 C -0.42 0.92 -1.03  C2 1.348, C5 1.423, H11 1.080
5 C -1.31 1.16 0.06  C1 1.360, C4 1.423, H12 1.083
6 N 0.49 -1.34 -1.66  C2 1.227, H8 1.015
7 N 2.49 -0.96 0.62  C3 1.264, H9 1.024
8 H -0.14 -1.74 -2.35  N6 1.015
9 H 2.21 -1.65 -0.08  N7 1.024
10 H 1.80 0.69 1.54  C3 1.091
11 H -0.08 1.75 -1.63  C4 1.080
12 H -1.59 2.19 0.23  C5 1.083
13 H 0.44 -0.37 1.16  C3 1.142
14 H -2.36 0.43 1.74  C1 1.077
15 H -1.65 -0.84 0.68  C1 1.081